{"formula": "C8H35NO10", "method": "ωB97M-V/def2-TZVPD", "homo_lumo_gap_ev": 9.86, "smiles": "COCCNCCOC.CCO.O.O.O.O.O.O.O", "elements": ["C", "O", "C", "C", "N", "C", "C", "O", "C", "H", "H", "H", "H", "H", "H", "H", "H", "H", "H", "H", "H", "H", "H", "H", "O", "H", "H", "O", "H", "H", "O", "H", "H", "O", "H", "H", "O", "H", "H", "O", "H", "H", "O", "H", "H", "C", "C", "O", "H", "H", "H", "H", "H", "H"], "xyz": [[4.815, -7.340, 10.503], [5.882, -6.610, 11.144], [7.191, -6.864, 10.657], [8.156, -5.815, 11.262], [7.869, -4.447, 10.786], [8.563, -3.553, 11.717], [8.071, -2.048, 11.649], [6.637, -1.985, 11.986], [6.201, -0.603, 11.869], [3.983, -7.476, 11.219], [5.129, -8.322, 10.167], [4.471, -6.794, 9.581], [7.221, -6.735, 9.567], [7.423, -7.830, 11.063], [9.142, -6.064, 10.884], [8.068, -5.844, 12.352], [6.886, -4.376, 10.993], [9.619, -3.511, 11.348], [8.489, -3.895, 12.790], [8.182, -1.607, 10.691], [8.520, -1.548, 12.458], [6.489, -0.261, 10.882], [6.680, 0.011, 12.652], [5.123, -0.535, 11.982], [4.613, -5.154, 13.142], [4.312, -4.273, 12.763], [4.871, -5.623, 12.341], [6.019, -3.265, 14.797], [5.872, -3.181, 13.812], [5.450, -4.027, 14.972], [3.934, -2.786, 11.944], [3.727, -2.173, 12.647], [4.852, -2.649, 11.683], [3.304, -1.498, 14.339], [3.905, -0.913, 14.838], [2.745, -1.902, 14.991], [5.848, -0.011, 15.474], [6.616, -0.661, 15.578], [6.234, 0.863, 15.728], [8.325, -1.483, 14.619], [9.218, -1.806, 14.717], [7.736, -2.226, 14.907], [4.942, -7.269, 15.157], [4.794, -6.457, 14.647], [4.063, -7.687, 15.137], [8.025, -6.101, 14.885], [9.375, -6.709, 14.442], [10.194, -5.610, 14.051], [8.161, -5.308, 15.617], [7.564, -6.920, 15.451], [7.355, -5.698, 14.113], [9.142, -7.376, 13.600], [9.806, -7.257, 15.281], [10.937, -5.981, 13.582]], "atomic_forces_ev_per_a": [[0.090, 0.789, -0.514], [-1.227, 0.009, -0.246], [-0.036, 1.546, 0.425], [-0.853, -0.417, -0.959], [-0.182, -0.572, 0.956], [-0.027, 1.837, -0.424], [-1.826, -2.910, 0.740], [0.247, 0.537, -0.425], [0.752, -0.617, 0.525], [0.480, 0.307, -0.337], [0.295, -0.314, 0.109], [0.163, -0.338, 0.886], [0.017, -0.555, 0.079], [0.708, -0.805, -0.473], [0.416, -0.261, 0.436], [0.391, -0.289, -0.246], [-0.617, 0.517, -0.159], [-0.525, -0.127, 0.824], [0.305, 0.325, -0.976], [0.420, 0.387, -0.944], [1.081, 0.968, 0.545], [-0.050, 0.347, -0.212], [-0.134, -0.217, -0.300], [0.002, -0.172, 0.022], [-0.475, 1.087, -0.288], [-0.091, -0.839, 0.509], [0.460, -0.349, 0.063], [-0.300, 0.076, -1.493], [0.497, 0.200, 1.355], [0.242, 0.033, 0.223], [-0.133, -0.895, -0.753], [-0.100, 0.478, 0.726], [0.234, 0.280, 0.005], [0.514, 0.764, -0.160], [0.030, -0.278, -0.229], [-0.370, -0.326, 0.389], [1.711, -0.188, 0.577], [-1.480, 1.410, -0.343], [-0.469, -1.158, -0.337], [-0.991, -0.465, 0.558], [0.355, -0.205, 0.190], [0.530, 0.390, -0.479], [-0.752, -0.159, -0.019], [0.145, 0.014, -0.206], [0.562, 0.148, 0.103], [0.383, -0.900, 0.833], [-1.643, 1.349, -0.132], [0.089, -0.316, -0.052], [0.316, 0.177, 0.018], [-0.602, 0.272, -0.335], [0.360, -0.470, 0.144], [0.457, -0.073, 0.130], [0.130, -0.094, -0.101], [0.502, 0.063, -0.228]], "lowdin_charge": [-0.073, -0.258, -0.180, -0.200, -0.040, -0.181, -0.145, -0.260, -0.066, 0.096, 0.077, 0.105, 0.131, 0.118, 0.122, 0.069, 0.083, 0.132, 0.109, 0.106, 0.069, 0.085, 0.092, 0.081, -0.089, 0.025, 0.004, -0.072, 0.040, 0.036, -0.047, -0.003, 0.016, -0.041, 0.034, 0.048, -0.096, 0.042, 0.062, -0.064, 0.051, 0.033, -0.079, -0.015, 0.042, -0.090, -0.300, -0.088, 0.074, 0.071, 0.048, 0.105, 0.108, 0.075]}